ORCA calculation (ωB97M-V/def2-TZVPD) on 6 unconnected molecules or ions with the total composition C60H70F2N11O4S2 in a non-equilibrium geometry.

XYZ file:
```
149
Properties=species:S:1:pos:R:3:forces:R:3
C 6.267323 -0.995606 -9.162829 -0.132 0.172 0.183
N 5.261205 -0.394974 -8.206485 -0.124 1.048 0.334
C 5.260368 -0.779305 -6.921574 0.825 -0.580 0.452
C 4.577792 -0.158179 -5.901207 0.027 0.296 -0.677
C 3.795814 0.953147 -6.208584 -0.893 0.838 -2.262
C 3.756439 1.424027 -7.564194 1.823 -2.483 0.087
C 4.542450 0.684865 -8.569204 -0.766 1.720 2.241
C 2.925517 1.586591 -5.186044 0.216 -0.461 2.163
C 2.407635 0.767919 -4.137017 -1.689 1.431 -0.101
C 1.576921 1.336374 -3.130487 1.423 -0.741 -1.687
N 1.389023 2.660665 -3.070773 0.281 0.130 -1.678
C 1.899721 3.463843 -4.019376 0.936 -0.587 -2.122
C 2.678343 2.959445 -5.072034 -0.209 -0.564 0.220
C 0.494028 3.296908 -2.098292 1.198 -1.168 0.005
H 7.002513 -0.217911 -9.369718 -0.374 0.178 -0.622
H 5.682972 -1.384102 -9.996919 0.520 0.144 -0.212
H 6.876889 -1.762005 -8.684128 -0.591 -0.241 0.180
H 5.973764 -1.569715 -6.740742 -0.153 -0.192 0.214
H 4.734623 -0.444263 -4.871657 -0.024 -0.246 -0.052
H 3.210036 2.322142 -7.811637 -0.009 -0.102 -0.414
H 4.739856 1.107512 -9.543274 -0.371 -0.200 -0.360
H 2.410513 -0.305506 -4.256023 0.268 -0.081 0.294
H 1.071472 0.727717 -2.395325 0.087 0.154 0.054
H 1.612923 4.500617 -4.115577 -0.045 0.207 0.790
H 3.086187 3.590112 -5.848121 -0.168 0.537 0.202
H 0.456673 2.507921 -1.347154 -0.761 0.655 0.467
H -0.432028 3.495300 -2.637873 -0.021 0.445 0.582
H 1.130365 4.114834 -1.760399 -1.016 0.409 0.405
C -4.281682 -2.697450 0.714831 -0.462 0.137 -1.093
N -2.868518 -2.807333 0.968397 1.779 -2.552 2.994
C -1.902829 -2.495477 0.132580 0.389 1.411 -0.268
C -0.592894 -2.384674 0.573417 0.096 -0.169 -0.113
C -0.145930 -2.844659 1.825024 -2.179 0.272 -0.551
C -1.159866 -3.457954 2.617346 -0.124 0.236 -0.866
C -2.445698 -3.437446 2.145391 -1.487 1.049 -0.645
C 1.171652 -2.519285 2.331581 1.210 -0.384 0.227
C 1.295608 -2.163861 3.669391 1.962 0.427 0.677
C 2.584088 -1.863789 4.189393 -1.345 -0.309 -1.588
N 3.662977 -1.867276 3.370100 -3.508 -1.090 0.593
C 3.561030 -2.249633 2.093658 -0.938 0.073 -0.705
C 2.337117 -2.590972 1.538213 0.365 0.534 0.802
C 4.867933 -1.516865 3.951785 3.720 0.619 0.086
H -4.437087 -3.283922 -0.190708 -0.727 0.170 0.025
H -4.510442 -1.642591 0.563027 -0.081 -0.042 -0.298
H -4.904912 -3.048870 1.537136 0.462 -0.295 -0.067
H -2.188579 -2.124178 -0.840492 -0.098 0.116 -0.067
H -0.027901 -1.726327 -0.069819 0.762 -0.430 0.000
H -1.070883 -3.899929 3.598750 0.622 -0.145 0.028
H -3.303445 -3.816928 2.680800 0.322 -0.230 0.461
H 0.469228 -2.049821 4.355324 -0.135 -0.207 -0.092
H 2.764319 -1.586373 5.217480 -0.103 -0.053 0.040
H 4.428913 -2.216593 1.451720 0.286 -0.055 0.425
H 2.397446 -2.850052 0.491487 -0.569 -0.259 0.047
H 4.774379 -1.125796 4.964908 0.002 0.035 -0.311
H 5.342011 -0.835510 3.245305 0.187 0.528 0.465
H 5.551966 -2.365506 3.950798 -0.060 -0.252 0.352
C -12.624876 -2.358041 2.973064 -0.229 -1.567 -0.448
N -11.252799 -1.822259 2.870347 1.124 0.998 0.973
C -11.022151 -0.490531 2.892138 -0.356 -1.064 -1.131
C -9.692943 0.025863 2.668889 -1.018 1.032 0.137
C -8.618443 -0.787391 2.528643 0.496 -1.377 0.278
C -8.843013 -2.161483 2.658650 -0.275 0.840 -0.487
C -10.199243 -2.654061 2.813680 0.366 0.167 0.660
C -7.267827 -0.208513 2.369014 1.860 0.317 1.751
C -6.973699 0.707670 1.380068 -2.367 -0.937 0.021
C -5.785483 1.363255 1.362840 0.459 0.349 -1.291
N -4.846025 1.040225 2.230055 1.069 0.032 0.435
C -5.028168 0.141652 3.196059 -0.607 0.058 0.565
C -6.269329 -0.431203 3.353664 -0.495 -1.032 -0.716
C -3.513998 1.678881 2.127947 -0.321 0.186 -0.548
H -13.396611 -1.646074 3.265708 0.266 0.248 -0.308
H -12.630572 -3.208499 3.654820 0.095 0.131 0.399
H -12.708625 -2.825480 1.991957 -1.024 0.237 -0.231
H -11.933413 0.089008 2.880387 -0.034 0.692 0.392
H -9.542044 1.092381 2.590456 -0.446 0.314 0.136
H -7.987556 -2.813775 2.563252 -0.321 -0.613 0.192
H -10.371102 -3.700069 3.020414 -0.220 -0.404 -0.280
H -7.837183 0.781264 0.735562 0.597 1.087 -0.998
H -5.443207 2.063008 0.614763 -0.598 0.232 -0.183
H -4.176663 0.003814 3.845933 -0.184 -0.268 0.246
H -6.438594 -1.146616 4.144830 0.069 0.108 0.319
H -3.123451 1.797555 3.138630 0.168 0.168 -0.327
H -3.673243 2.614454 1.591811 0.234 0.157 0.431
H -2.881416 1.076636 1.475851 0.141 -0.171 0.331
C 7.725549 -1.356925 -2.146648 0.105 -0.090 -0.953
N 6.345262 -1.817077 -2.432014 -2.633 -0.919 -0.513
C 5.273885 -1.486838 -1.682931 -1.031 -1.737 -0.621
C 3.973453 -2.059717 -1.984321 1.663 1.085 0.203
C 3.776306 -2.848986 -3.102413 0.734 -1.413 -1.054
C 4.898361 -3.266356 -3.858924 1.911 2.530 1.228
C 6.142107 -2.678677 -3.503540 -0.317 -0.165 0.484
C 2.460357 -3.375044 -3.573590 -1.125 -0.212 0.321
C 2.338855 -4.490690 -4.423959 1.571 0.987 1.370
C 1.122301 -4.950473 -4.856984 0.162 -0.127 0.062
N 0.019233 -4.374114 -4.427850 -1.876 0.910 2.812
C 0.032528 -3.336897 -3.455330 1.358 -1.670 -2.445
C 1.254704 -2.807881 -3.099029 -0.885 -0.495 0.020
C -1.324524 -4.935889 -4.816709 0.376 -0.077 -0.402
H 8.249242 -2.242215 -1.785942 0.367 0.309 0.018
H 7.808033 -0.490530 -1.490391 -0.457 -0.302 0.183
H 8.053695 -1.039608 -3.136468 0.709 -0.098 0.235
H 5.495460 -0.887055 -0.812547 -0.307 0.205 -0.016
H 3.121148 -1.840816 -1.358167 0.218 0.353 0.149
H 4.864027 -3.843849 -4.770911 -0.002 -0.151 0.137
H 7.069268 -2.871582 -4.022736 -0.039 -0.297 -0.311
H 3.229036 -5.083000 -4.576117 -0.103 -0.117 -0.604
H 1.055719 -5.824888 -5.487348 -0.243 -0.072 -0.185
H -0.925403 -2.985591 -3.101284 0.031 -0.126 -0.185
H 1.180634 -2.021119 -2.362875 0.516 0.250 -0.021
H -2.082368 -4.809108 -4.043591 0.175 0.913 -0.162
H -1.336713 -6.022813 -4.897604 0.752 -0.003 -0.438
H -1.474174 -4.446144 -5.778922 -0.931 -0.297 0.096
C -4.244969 5.918111 5.046724 -1.287 -1.257 -0.412
N -2.925865 5.379605 4.798607 1.373 0.221 -0.888
C -2.049133 5.449059 5.803654 1.964 0.038 -0.999
C -0.697441 5.132421 5.553697 -0.298 -0.569 -0.438
C -0.284164 4.639951 4.285655 -0.022 -0.369 1.305
C -1.279568 4.431253 3.342980 -0.952 0.406 0.120
C -2.590590 4.825536 3.599990 1.374 0.285 0.285
C 1.130487 4.202673 3.963521 -0.784 0.216 0.669
C 1.741901 4.607846 2.796664 -0.281 -0.022 0.175
C 3.051552 4.251098 2.592509 -0.119 0.274 -0.846
N 3.714419 3.435717 3.410140 0.932 0.073 0.619
C 3.164987 3.047378 4.595924 -0.467 0.565 -1.238
C 1.843809 3.396337 4.841477 0.685 -0.341 0.624
C 5.121455 3.035131 2.996508 -0.537 -0.226 0.938
H -4.678758 6.229487 4.096470 -0.027 0.286 0.283
H -4.286777 6.681606 5.823532 0.201 -0.069 -0.226
H -4.703546 4.980616 5.361204 -1.182 0.546 0.398
H -2.396298 5.864446 6.738179 0.037 -0.007 0.129
H -0.004410 5.237595 6.375313 0.154 0.149 0.015
H -1.047773 4.000157 2.380261 0.032 0.039 -0.091
H -3.271952 4.765683 2.764192 -0.623 0.360 0.489
H 1.182618 5.151327 2.049514 0.324 0.382 0.019
H 3.579665 4.652196 1.740095 0.182 -0.297 -0.083
H 3.791009 2.526032 5.304930 -0.005 -0.194 -0.104
H 1.406864 2.989337 5.741388 -0.101 0.297 0.201
H 5.552021 2.518060 3.854022 0.202 0.339 0.003
H 5.689939 3.928252 2.737157 -0.056 -0.140 0.051
H 5.073163 2.301258 2.192012 -0.221 0.392 -0.109
N 1.683853 0.446722 -0.029084 -3.318 0.912 4.143
S 1.066941 1.168262 1.427545 -3.116 1.341 1.478
O 0.455555 2.482238 1.203957 0.992 -2.502 0.035
O 1.801601 0.978756 2.675640 -0.927 -0.111 -2.380
F -0.227859 0.224833 1.597917 0.401 -0.065 -0.224
S 3.018434 1.173283 0.176805 6.577 2.662 -4.332
O 3.994359 0.555091 1.016004 -0.272 -0.323 0.440
O 3.092571 2.629645 0.040393 -0.966 -2.280 0.880
F 3.510257 0.715915 -1.295959 0.376 0.045 0.097
```
Positions in Å, forces in eV/Å.

The total energy is -4222.4776 Ha. Its spin multiplicity is 2. As for the net charge: +10. Its lowest unoccupied orbital energy (alpha / beta) is -21.5 / -25.1 eV. The frontier orbital gap (alpha / beta) is 6.189 / 2.667 eV.

Löwdin atomic charge list, values in e, 99 entries:
1 C 0.092
2 N -0.060
3 C -0.008
4 C 0.014
5 C -0.129
6 C 0.134
7 C 0.104
8 C -0.103
9 C 0.047
10 C -0.023
11 N -0.094
12 C 0.054
13 C 0.093
14 C 0.054
15 H 0.133
16 H 0.132
17 H 0.112
18 H 0.138
19 H 0.104
20 H 0.135
21 H 0.170
22 H 0.102
23 H 0.105
24 H 0.171
25 H 0.147
26 H 0.059
27 H 0.131
28 H 0.126
29 C 0.026
30 N -0.087
31 C -0.014
32 C 0.024
33 C -0.099
34 C 0.088
35 C 0.055
36 C -0.149
37 C 0.076
38 C 0.088
39 N -0.079
40 C 0.017
41 C 0.062
42 C 0.028
43 H 0.132
44 H 0.096
45 H 0.105
46 H 0.149
47 H 0.099
48 H 0.157
49 H 0.149
50 H 0.142
51 H 0.164
52 H 0.151
53 H 0.116
54 H 0.134
55 H 0.119
56 H 0.148
57 C 0.117
58 N -0.019
59 C 0.228
60 C 0.184
61 C -0.124
62 C 0.208
63 C 0.198
64 C -0.121
65 C 0.073
66 C 0.035
67 N -0.081
68 C 0.014
69 C 0.087
70 C 0.051
71 H 0.151
72 H 0.145
73 H 0.149
74 H 0.196
75 H 0.174
76 H 0.158
77 H 0.194
78 H 0.160
79 H 0.170
80 H 0.160
81 H 0.151
82 H 0.113
83 H 0.106
84 H 0.103
85 C 0.076
86 N -0.069
87 C 0.043
88 C 0.032
89 C -0.145
90 C 0.072
91 C 0.060
92 C -0.099
93 C 0.078
94 C 0.041
95 N -0.047
96 C 0.044
97 C 0.006
98 C 0.066
99 H 0.138